This record from the OMol25 dataset describes C19H18AuBN7S as an isolated structure. The level of theory is ωB97M-V/def2-TZVPD.

Summary:
- lowest unoccupied orbital energy (hartree) = -0.193
- HOMO energy (eV) = -11.0
- electronic energy (hartree) = -1676.67578
- Kohn-Sham gap (eV) = 5.8
- ΔE to the lowest compared entry with this formula, charge and spin (eV) = 1.056

Structure (ORCA input):
```
! RIJCOSX wB97M-V def2-TZVPD def2/J DEFGRID3
* xyz 1 1
Au -0.11276 -0.08448 -0.00007
C 0.03414 -3.07039 3.16032
C -0.27270 -1.75601 2.82201
N 0.36455 -1.42294 1.70003
N 1.04718 -2.50728 1.27769
C 0.87709 -3.50661 2.15241
B 1.92810 -2.44030 0.00001
N 1.04710 -2.50738 -1.27763
C 0.87692 -3.50680 -2.15223
C 0.03388 -3.07066 -3.16010
C -0.27296 -1.75627 -2.82189
N 0.36444 -1.42308 -1.70002
N 2.66304 -1.07201 -0.00006
C 3.99142 -0.87485 0.00001
C 4.24281 0.48267 0.00000
C 2.98183 1.07399 -0.00008
N 2.04351 0.13418 -0.00011
H -0.29763 -3.62083 4.02282
H -0.89565 -1.03814 3.32949
H 1.37075 -4.45348 2.00863
H 2.71259 -3.34063 0.00002
H 1.37060 -4.45366 -2.00849
H -0.29808 -3.62120 -4.02246
H -0.89590 -1.03843 -3.32938
H 4.66382 -1.71602 0.00004
H 5.20005 0.97244 0.00009
H 2.71982 2.11892 -0.00012
C 0.01361 3.14543 0.00022
C -1.43250 2.75955 0.00014
C -2.44354 3.74372 0.00023
C -3.75383 3.37046 0.00015
C -4.09603 2.00067 -0.00002
C -5.43049 1.54346 -0.00013
C -5.68905 0.20307 -0.00028
C -4.63000 -0.72376 -0.00036
C -3.32387 -0.30040 -0.00019
S -2.04396 -1.48642 -0.00002
C -3.03740 1.07145 -0.00006
N -1.73367 1.47223 0.00000
H 0.13838 4.22514 0.00034
H 0.50833 2.73450 -0.88331
H 0.50828 2.73431 0.88369
H -2.16210 4.78721 0.00034
H -4.54464 4.11061 0.00020
H -6.23428 2.26795 -0.00011
H -6.70868 -0.15638 -0.00038
H -4.83971 -1.78684 -0.00050
*
```